{"formula": "C39H69N3O3P2PbSTe", "method": "ωB97M-V/def2-TZVPD", "e_homo_ev": [-7.04, -6.06], "e_above_lowest_kcal_mol": 68.74, "total_energy_ha": -3459.15268, "charge": 0, "species": ["Pb", "N", "C", "S", "N", "N", "C", "C", "C", "C", "C", "C", "C", "O", "H", "H", "H", "H", "H", "H", "H", "C", "H", "H", "O", "C", "O", "P", "C", "C", "C", "C", "C", "C", "C", "C", "C", "C", "C", "C", "C", "C", "C", "C", "C", "C", "H", "H", "H", "H", "H", "H", "H", "H", "H", "H", "H", "H", "H", "H", "H", "H", "H", "H", "H", "H", "H", "H", "H", "H", "H", "H", "H", "H", "H", "H", "H", "H", "H", "C", "C", "C", "P", "C", "C", "C", "C", "C", "C", "H", "H", "H", "H", "H", "H", "H", "H", "H", "H", "H", "H", "H", "H", "H", "H", "H", "H", "H", "H", "H", "C", "Te", "C", "H", "H", "H", "H", "H", "H"], "positions_angstrom": [[1.11951, 0.70420, -1.41498], [2.47250, -1.40223, -5.53034], [1.32285, -1.09444, -4.84458], [1.38627, 0.49987, -4.09122], [0.36815, -1.94125, -4.99838], [-0.78165, -1.87178, -4.23005], [-1.97613, -1.94481, -4.92682], [-3.17478, -2.06440, -4.22197], [-4.45573, -2.15568, -4.80774], [-5.58477, -2.18673, -4.01752], [-5.49089, -2.09675, -2.62966], [-4.23813, -2.01530, -2.02856], [-3.11318, -2.04468, -2.81695], [-1.88386, -2.04644, -2.18188], [3.05183, -0.62138, -5.78860], [2.40557, -2.17218, -6.17807], [-1.89541, -1.90353, -5.99969], [-4.53473, -2.19730, -5.88658], [-6.55715, -2.27083, -4.48543], [-6.38165, -2.08822, -2.01709], [-4.12206, -1.92542, -0.95629], [1.44045, 2.94259, -1.31398], [0.70160, 3.70628, -1.55013], [2.28427, 3.38867, -0.78939], [0.30649, -2.28828, -2.27330], [-0.71311, -2.08213, -2.87470], [-1.96791, 0.53018, 0.65039], [-1.70018, 0.38050, 2.11408], [-0.21740, -0.66827, 2.38001], [0.07952, -0.98875, 3.86143], [-0.35149, -2.40779, 4.22527], [0.40187, -3.46106, 3.39220], [0.80062, -2.92150, 2.00851], [-0.24653, -1.93321, 1.50365], [-1.21880, 2.00170, 2.87326], [-1.76568, 3.15042, 2.01681], [-1.09878, 4.47764, 2.40303], [-0.81708, 4.56119, 3.91467], [-1.79798, 3.68617, 4.69064], [-1.56499, 2.20339, 4.36561], [-3.18575, -0.29358, 2.95741], [-4.32979, 0.71728, 2.79536], [-5.56044, 0.26680, 3.59398], [-5.74634, -1.26041, 3.54903], [-5.11765, -1.83399, 2.28319], [-3.59462, -1.63381, 2.29867], [0.57347, -0.01384, 1.99080], [-0.43272, -0.27565, 4.51256], [1.15017, -0.87928, 4.05141], [-1.42652, -2.50634, 4.05937], [-0.17990, -2.58027, 5.28919], [-0.23490, -4.33992, 3.26963], [1.29747, -3.78299, 3.92804], [0.90434, -3.74552, 1.30148], [1.76835, -2.41608, 2.06972], [-1.22492, -2.41440, 1.54073], [-0.06552, -1.66916, 0.46137], [-0.12857, 2.01830, 2.75507], [-2.84837, 3.22295, 2.14246], [-1.58224, 2.92813, 0.96843], [-1.75565, 5.29795, 2.10545], [-0.16570, 4.59717, 1.84772], [-0.89082, 5.59575, 4.25292], [0.20070, 4.22424, 4.13239], [-2.82101, 3.97866, 4.43686], [-1.68280, 3.84202, 5.76485], [-2.45287, 1.63281, 4.64483], [-0.74098, 1.83561, 4.98065], [-2.97361, -0.43604, 4.02231], [-4.56169, 0.79390, 1.73097], [-4.02746, 1.71110, 3.12844], [-6.44327, 0.76285, 3.18540], [-5.46016, 0.59278, 4.63219], [-6.80811, -1.50680, 3.59118], [-5.27283, -1.72411, 4.41941], [-5.56000, -1.34959, 1.40897], [-5.33768, -2.89981, 2.20138], [-3.22404, -1.65712, 1.27182], [-3.13924, -2.46513, 2.83947], [4.80851, 2.88636, -2.21219], [5.41751, 1.48764, -2.35138], [6.87274, 1.52027, -1.88865], [4.28210, 0.24600, -1.52318], [4.58841, -1.26217, -2.56017], [3.85648, -2.47068, -1.98210], [6.01804, -1.62849, -2.95832], [5.01634, -0.01795, 0.18033], [3.86519, -0.45324, 1.09884], [6.19916, -0.97073, 0.34053], [5.33739, 3.59814, -2.85066], [4.88758, 3.23615, -1.17880], [3.75564, 2.88445, -2.49236], [5.37693, 1.21205, -3.41037], [6.94217, 1.79968, -0.83594], [7.41640, 2.27484, -2.46309], [7.38425, 0.56984, -2.02682], [4.06187, -0.97611, -3.47560], [4.31340, -2.80902, -1.04909], [3.89047, -3.29777, -2.69388], [2.80966, -2.24980, -1.79825], [6.61496, -1.93961, -2.10260], [6.52728, -0.81278, -3.47119], [5.97338, -2.47024, -3.65434], [5.33091, 0.98348, 0.49460], [3.38570, -1.35824, 0.71985], [3.10413, 0.32744, 1.16697], [4.23342, -0.65682, 2.10827], [5.90379, -1.99865, 0.13057], [6.55455, -0.93410, 1.37389], [7.03309, -0.70820, -0.30550], [-2.34711, 3.30751, -1.67095], [-1.94260, 1.23207, -2.04899], [-1.90042, 1.63277, -4.16219], [-2.71801, 3.74435, -2.59460], [-1.45745, 3.84060, -1.34683], [-3.11463, 3.37817, -0.90433], [-2.86762, 2.03559, -4.46024], [-1.71804, 0.70859, -4.70538], [-1.10529, 2.33564, -4.39662]], "forces_ev_per_a": [[0.1, -0.4, 0.4], [0.1, 0.0, 0.1], [0.0, 0.5, 0.0], [0.0, 0.1, -0.1], [0.2, -1.0, -0.2], [-0.2, 0.7, 0.2], [0.0, -0.1, -0.1], [0.0, 0.1, 0.2], [0.0, 0.0, 0.0], [-0.1, 0.0, -0.1], [0.1, 0.0, 0.0], [0.0, -0.1, 0.1], [0.0, 0.0, -0.1], [-0.1, 0.0, -0.1], [0.0, 0.0, 0.0], [0.0, 0.0, 0.0], [0.0, 0.0, 0.0], [0.0, 0.0, 0.0], [0.0, 0.0, 0.0], [0.0, 0.0, 0.0], [0.0, 0.0, 0.0], [0.0, 0.2, 0.0], [-0.1, -0.1, -0.1], [0.1, -0.1, 0.0], [0.2, 0.1, 0.2], [0.2, -0.2, -0.1], [-0.1, 0.1, 0.0], [0.5, 0.0, 0.2], [-0.4, 0.0, 0.0], [-0.2, 0.0, 0.0], [0.1, 0.0, 0.0], [0.0, 0.1, 0.0], [-0.2, 0.0, 0.1], [0.2, 0.0, 0.0], [-0.3, -0.2, -0.1], [0.1, 0.1, 0.0], [0.0, -0.1, 0.1], [-0.2, 0.0, 0.0], [0.1, 0.0, 0.0], [0.0, 0.1, 0.0], [0.2, 0.1, -0.2], [0.0, 0.0, 0.2], [0.0, -0.1, 0.0], [0.0, 0.1, -0.1], [0.0, 0.0, 0.2], [-0.2, 0.0, -0.1], [0.0, 0.0, 0.0], [0.1, 0.0, 0.1], [0.0, 0.0, 0.0], [0.0, 0.0, 0.0], [-0.1, 0.0, 0.0], [0.0, 0.0, 0.0], [0.0, -0.1, 0.0], [0.1, 0.0, 0.0], [0.0, 0.0, 0.0], [0.0, 0.0, 0.0], [-0.1, 0.0, 0.0], [0.0, 0.0, 0.0], [0.0, 0.0, 0.0], [-0.1, 0.0, 0.0], [0.0, 0.0, 0.0], [0.0, 0.0, 0.0], [0.1, 0.0, 0.0], [0.0, 0.0, 0.0], [0.0, 0.0, 0.0], [-0.1, 0.0, 0.0], [0.0, 0.0, 0.1], [0.0, 0.0, 0.0], [0.0, 0.0, 0.0], [0.0, 0.0, 0.0], [0.0, 0.0, -0.1], [0.0, 0.0, 0.0], [0.0, 0.0, 0.0], [0.0, 0.0, 0.1], [0.0, 0.0, 0.0], [0.0, 0.0, 0.0], [0.0, 0.0, -0.1], [0.0, 0.0, 0.0], [0.1, 0.0, 0.0], [0.0, -0.1, -0.1], [-0.2, 0.1, 0.2], [0.0, -0.1, -0.1], [0.6, 0.1, -0.2], [0.0, 0.0, 0.1], [0.0, 0.0, 0.0], [-0.1, 0.0, 0.0], [-0.3, -0.1, -0.1], [0.1, 0.1, 0.0], [0.0, 0.1, 0.0], [0.0, 0.0, 0.1], [0.0, 0.0, 0.0], [0.0, 0.1, 0.0], [0.0, 0.0, 0.0], [0.0, 0.0, 0.0], [0.0, 0.0, 0.0], [0.0, 0.0, 0.0], [-0.1, 0.0, 0.0], [0.0, 0.0, 0.0], [0.0, 0.0, 0.0], [-0.2, 0.0, 0.1], [0.0, 0.0, 0.0], [0.0, 0.0, 0.0], [0.0, 0.0, 0.0], [0.0, 0.0, 0.0], [0.0, 0.0, 0.0], [0.0, 0.0, 0.0], [0.0, 0.0, 0.0], [0.0, 0.0, 0.0], [0.0, 0.0, 0.0], [0.0, 0.0, 0.0], [0.0, -0.1, 0.2], [-0.5, 0.4, -0.7], [0.0, 0.0, 0.0], [0.0, -0.1, 0.0], [0.0, 0.0, 0.0], [0.0, 0.0, 0.0], [0.0, 0.0, 0.1], [0.0, 0.0, 0.1], [0.0, 0.0, 0.0]]}